Entry 1:
The following is a DFT calculation (ωB97M-V/def2-TZVPD) of C21H19MoN13O2S as an isolated structure.

Calculated values
E_LUMO: -0.33491 hartree
Total charge: +2
Kohn-Sham gap: 5.45 eV

XYZ file:
```
57
Properties=species:S:1:pos:R:3:nbo_charge:R:1
Mo -0.40447 0.57318 -0.55740 1.69
C 1.78754 1.83274 -4.05514 -0.71
C 1.05461 0.84455 -3.22784 0.60
O 0.84980 1.16228 -1.98915 -0.59
C 0.64584 -0.38171 -3.75730 -0.33
C -0.02409 -1.31426 -2.98725 0.36
C -0.23592 -2.73818 -3.36685 -0.67
N -0.49503 -0.88448 -1.81328 -0.27
N -0.96358 -1.49694 -0.71434 -0.27
C 0.12119 -1.78854 0.20496 0.67
O 0.91819 -0.80721 0.29100 -0.56
C 0.13111 -2.96978 0.97345 -0.18
C 1.15585 -3.16191 1.92258 -0.11
C 1.17109 -4.31920 2.66459 -0.22
C 0.17107 -5.27410 2.47409 -0.07
C -0.84941 -5.08603 1.54404 -0.22
C -0.87869 -3.93410 0.79072 -0.10
H 1.03651 2.44578 -4.56574 0.29
H 2.39344 1.34529 -4.81642 0.26
H 2.40651 2.47581 -3.43485 0.25
H 0.93180 -0.63648 -4.76717 0.27
H 0.54291 -3.35284 -2.90599 0.27
H -0.16145 -2.85838 -4.44471 0.27
H -1.20582 -3.09002 -3.01809 0.26
H 1.91898 -2.40441 2.04807 0.24
H 1.95072 -4.49178 3.39361 0.25
H 0.18518 -6.18040 3.06640 0.25
H -1.61770 -5.83714 1.42511 0.25
H -1.67738 -3.75479 0.08338 0.24
N -3.51596 2.30894 -0.12459 -0.52
C -2.77893 2.55917 -1.23479 0.50
N -3.10262 3.43499 -2.15353 -0.29
N -2.12543 3.35849 -3.06600 0.04
N -1.24013 2.49870 -2.75721 -0.16
N -1.60511 1.92972 -1.53675 -0.42
C -3.21349 1.28194 0.70521 0.51
N -3.95322 0.78540 1.65629 -0.29
N -3.23935 -0.24861 2.14995 0.05
N -2.14101 -0.41521 1.53551 -0.11
N -2.04664 0.59524 0.58553 -0.43
H -4.41575 2.76669 -0.03420 0.47
N 0.88962 3.71660 -1.02882 -0.73
C 1.17977 3.13637 0.12038 0.33
N 0.66173 1.96020 0.56187 -0.58
C 1.08365 1.71239 1.90674 0.18
C 0.65754 0.69477 2.75293 -0.25
C 1.17654 0.63806 4.03716 -0.17
C 2.10042 1.57230 4.48940 -0.17
C 2.50650 2.60945 3.66707 -0.19
C 1.98141 2.66245 2.38836 -0.22
S 2.26223 3.91359 1.20549 0.50
H 0.31726 3.28693 -1.74251 0.44
H 1.25897 4.63463 -1.22538 0.44
H -0.08264 -0.03289 2.46235 0.23
H 0.83661 -0.14392 4.70295 0.24
H 2.48939 1.50538 5.49624 0.25
H 3.19984 3.36128 4.01986 0.25
```

Entry 2:
The following is a DFT calculation (ωB97M-V/def2-TZVPD) of one molecule with the formula C21H19N3O4 at a distorted geometry.

Calculated values
E_LUMO: 0.01937 hartree
SMILES: CN(C(=O)c1cc(Cc2ccccc2)on1)[C@H]1COc2ccccc2NC1=O
Kohn-Sham gap: 9.08 eV

XYZ file:
```
47
Properties=species:S:1:pos:R:3:nbo_charge:R:1
O 1.53937 0.80203 0.43384 -0.59
O 1.58736 -3.46687 1.39493 -0.62
N -0.08279 -0.54243 -2.42139 -0.08
O -0.16979 0.12168 -3.70322 -0.31
O -0.08051 -0.61512 4.28772 -0.50
C 0.78988 0.03983 -0.12898 0.66
C 1.26468 -2.68705 2.31167 0.66
C 0.51889 0.28585 -1.58204 0.05
C 0.76528 1.53361 -2.32124 -0.31
C 0.31923 1.40933 -3.59345 0.33
C -3.17444 3.84171 -6.24013 -0.22
C 1.34444 -1.67456 7.45399 -0.21
C 1.95563 -2.86600 7.14396 -0.22
C -2.54038 4.52383 -5.18353 -0.20
C -2.56693 2.73989 -6.80201 -0.21
C 0.71102 -0.97288 6.41948 -0.25
C 1.91130 -3.37931 5.83394 -0.21
C -1.32175 4.02242 -4.69226 -0.20
C -1.35466 2.24582 -6.32403 -0.20
C 0.60851 -1.44886 5.11821 0.32
C 1.24663 -2.67251 4.79880 0.05
C -0.72891 2.88790 -5.26375 -0.03
N 1.23929 -3.27629 3.52240 -0.61
N 0.21795 -0.99527 0.61535 -0.42
C 0.56736 2.36333 -4.69100 -0.47
C -0.66151 -1.99877 0.02344 -0.42
C -0.51795 -1.03995 3.01100 -0.07
C 0.66089 -1.27460 2.04428 -0.16
H 1.23983 2.42929 -1.91731 0.24
H -4.18437 4.13838 -6.59025 0.22
H 1.27349 -1.29067 8.45308 0.22
H 2.45226 -3.45669 7.90510 0.22
H -2.93744 5.36973 -4.68976 0.21
H -3.11051 2.24117 -7.61267 0.22
H 0.21974 -0.04395 6.72988 0.23
H 2.34565 -4.33096 5.60542 0.21
H -0.87710 4.52368 -3.85807 0.21
H -0.86539 1.33413 -6.72527 0.22
H 1.51120 -4.26828 3.41975 0.43
H 1.14902 1.83094 -5.45558 0.24
H 1.15010 3.21702 -4.34455 0.24
H -0.02429 -2.58755 -0.67918 0.23
H -1.05027 -2.62757 0.80470 0.20
H -1.53388 -1.62516 -0.53363 0.22
H -1.10626 -0.22993 2.60473 0.22
H -1.13227 -1.95957 3.11812 0.18
H 1.43238 -0.57078 2.29954 0.27
```

Entry 3:
The following is a DFT calculation (ωB97M-V/def2-TZVPD) of one molecule with the formula C21H19NO4 at a distorted geometry.

Calculated values
E_LUMO: 0.02861 hartree
SMILES: C=C1c2ccc3c(c2C[C@]12c1cc4c(cc1CCN2C)OCO4)OCO3
Kohn-Sham gap: 8.41 eV

XYZ file:
```
45
Properties=species:S:1:pos:R:3:nbo_charge:R:1
O 2.68109 -0.69537 -4.60475 -0.48
O 0.85517 0.72255 -4.35463 -0.48
O -3.22731 3.90045 2.02011 -0.47
O -0.93218 3.40773 2.03742 -0.47
C -1.70169 -2.03406 -0.33686 -0.37
C -1.21016 -0.90012 0.22435 -0.01
C -3.91843 1.70015 1.13923 -0.25
C -3.41987 0.44046 0.72188 -0.21
C 2.74132 -1.49894 -2.21951 -0.25
C 0.49725 0.11000 -1.93429 -0.21
C 2.27178 -0.76260 -3.30935 0.24
C 1.13914 0.02822 -3.17928 0.22
C -2.99068 2.66853 1.52457 0.24
C -1.65322 2.39241 1.53611 0.23
C -2.03202 0.19168 0.66341 -0.02
C 2.10374 -1.41933 -0.97268 -0.02
C -1.15602 1.17385 1.09744 -0.04
C 0.92536 -0.66151 -0.86211 -0.02
N 0.70625 -1.66333 1.42622 -0.45
C 1.86804 0.26784 -5.25151 0.24
C -1.92920 4.37247 2.44600 0.23
C 0.03493 -1.85912 2.71602 -0.40
C 2.66682 -2.20892 0.18719 -0.41
C 0.27499 0.79792 1.06994 -0.45
C 2.18375 -1.71683 1.53682 -0.21
C 0.21898 -0.62133 0.50129 0.06
H -1.05060 -2.86673 -0.59438 0.21
H -2.75723 -2.19295 -0.52900 0.20
H -4.96889 1.94758 1.14973 0.23
H -4.12717 -0.32400 0.38780 0.22
H 3.62804 -2.12867 -2.33611 0.22
H -0.37195 0.71895 -1.84293 0.22
H 1.45272 -0.21277 -6.12964 0.16
H 2.45968 1.16716 -5.50292 0.15
H -1.91304 4.47671 3.55015 0.16
H -1.68462 5.33801 2.01104 0.17
H 0.11181 -0.98757 3.37221 0.16
H -1.00967 -2.10579 2.59827 0.21
H 0.47789 -2.71212 3.20856 0.20
H 2.36984 -3.27967 0.08249 0.22
H 3.75372 -2.23685 0.15506 0.21
H 0.83590 1.51657 0.45923 0.23
H 0.68992 0.85109 2.06454 0.23
H 2.60458 -0.73698 1.73043 0.17
H 2.50122 -2.36475 2.34243 0.21
```

Entry 4:
The following is a DFT calculation (ωB97M-V/def2-TZVPD) of C21H20BrClF4N2O4PPd as an isolated structure.

Calculated values
E_LUMO (alpha / beta): -0.47629 / -0.47692 hartree
Total charge: +3
Kohn-Sham gap (alpha / beta): 5.49 / 5.47 eV

XYZ file:
```
55
Properties=species:S:1:pos:R:3:nbo_charge:R:1
Pd -1.61556 0.28275 -0.18366 0.99
F 3.16861 5.43336 -0.37281 -0.21
C 2.65403 4.24006 -0.35700 0.36
C 3.46976 3.12399 -0.20502 0.36
F 4.76082 3.26325 -0.07647 -0.23
C 2.89974 1.85508 -0.19167 0.38
F 3.68620 0.79850 -0.06645 -0.26
C 1.52348 1.67186 -0.30784 -0.54
P 0.92938 -0.01760 -0.43727 1.50
C 1.26487 -0.95465 1.00374 -0.52
C 1.12039 -2.35646 1.01412 -0.09
C 1.42236 -3.06080 2.16352 -0.20
C 1.83680 -2.38725 3.30948 -0.08
C 1.95078 -0.99614 3.31878 -0.18
C 1.66498 -0.27502 2.17795 -0.21
C 1.35479 -0.64809 -1.99656 -0.52
C 2.14602 -1.81166 -2.11068 -0.12
C 2.56542 -2.20955 -3.36082 -0.19
C 2.17569 -1.48958 -4.48980 -0.05
C 1.38372 -0.34227 -4.38062 -0.21
C 0.97350 0.08581 -3.14053 -0.08
C 0.74205 2.80756 -0.47719 -0.13
Br -1.13163 2.65474 -0.74597 0.39
C 1.27258 4.07755 -0.49787 0.33
F 0.49500 5.12703 -0.65659 -0.25
H 0.77207 -2.88468 0.13773 0.24
H 1.33498 -4.13895 2.17036 0.27
H 2.07307 -2.94807 4.20485 0.27
H 2.28484 -0.48648 4.21258 0.26
H 1.79447 0.79981 2.18039 0.24
H 2.47074 -2.35560 -1.23460 0.24
H 3.20241 -3.07743 -3.46358 0.27
H 2.49941 -1.81990 -5.46875 0.26
H 1.09821 0.20591 -5.26789 0.26
H 0.35855 0.97455 -3.05412 0.21
N -1.50054 0.62063 1.81662 -0.70
C -2.60266 -0.02521 2.61398 -0.24
C -3.97849 0.55751 2.34708 -0.45
C -4.59543 0.10923 1.03442 -0.23
N -3.86903 0.73090 -0.10117 -0.86
H -0.61149 0.21476 2.12156 0.43
H -1.45777 1.61659 2.03622 0.42
H -2.32944 0.11564 3.66222 0.26
H -2.56503 -1.09444 2.40089 0.23
H -3.94173 1.65198 2.39971 0.22
H -4.62787 0.24977 3.16761 0.28
H -5.64957 0.38569 0.99541 0.25
H -4.53174 -0.97305 0.92550 0.23
H -4.07183 1.72920 -0.09305 0.40
H -4.22991 0.38444 -0.98913 0.42
O -2.29549 -1.74231 -0.11563 -0.77
Cl -2.01109 -1.97628 -1.58039 2.50
O -3.03079 -2.64724 -2.23826 -0.63
O -1.97663 -0.51260 -2.04172 -0.77
O -0.72602 -2.53686 -1.71157 -0.73
```

Going through the records in order, we get energy above the lowest of the compared OMol25 structures with the same formula, charge and spin values of 0.0 85.2 86.3 22.5 kcal per mole.